(1)
{"formula": "C3H6O3", "method": "wB97M-V/def2-TZVPD", "species": ["O", "C", "C", "O", "C", "O", "H", "H", "H", "H", "H", "H"], "coordinates": [[0.851, -1.406, -0.932], [0.245, -0.593, 0.780], [-0.030, 0.689, 0.158], [0.883, 1.165, -0.602], [-1.514, 0.938, -0.131], [-1.912, 1.643, -1.016], [1.697, -1.863, -0.824], [1.234, -0.715, 1.206], [-0.547, -1.242, 1.152], [-0.058, 0.904, 1.391], [1.084, -0.441, -1.152], [-2.211, 0.406, 0.562]], "homo_energy_ev": -9.23, "gap_ev": 9.003, "multiplicity": 1, "total_charge": 0}

(2)
{"formula": "C3H6O3", "method": "wB97M-V/def2-TZVPD", "species": ["C", "C", "C", "O", "O", "O", "H", "H", "H", "H", "H", "H"], "coordinates": [[-0.035, -0.283, -1.951], [0.755, 0.001, -0.715], [-0.218, -0.331, 1.560], [-0.101, 0.949, -1.278], [-1.425, 0.169, 1.286], [0.598, 0.268, 2.370], [0.364, -0.416, -2.956], [-0.858, -0.950, -1.779], [1.862, 0.236, -0.672], [-0.071, -1.502, 1.578], [-1.580, 0.665, 0.480], [0.708, 1.195, 2.077]], "homo_energy_ev": -7.50, "gap_ev": 8.259, "multiplicity": 1, "total_charge": 0}

(3)
{"formula": "C3H6O3", "method": "wB97M-V/def2-TZVPD", "species": ["C", "C", "O", "H", "H", "H", "H", "O", "C", "O", "H", "H"], "coordinates": [[-1.550, -1.541, 0.531], [-1.972, -0.624, -0.342], [-1.477, 0.636, -0.435], [-1.911, -2.598, 0.456], [-0.844, -1.308, 1.309], [-2.757, -0.938, -1.164], [-0.921, 0.770, -1.288], [2.268, 2.214, 0.962], [2.608, 1.427, 0.120], [1.911, 0.275, -0.169], [3.545, 1.480, -0.416], [1.099, 0.208, 0.439]], "homo_energy_ev": -9.78, "gap_ev": 10.421, "smiles": "C=CO.O=CO", "multiplicity": 1, "total_charge": 0}

no.,F_max (eV/Å)
1,0.62
2,5.97
3,3.06